No. 1
DFT (ωB97M-V with the def2-TZVPD basis set) results for a cluster of 2 separate species, C4H12 in total at a distorted geometry.

Properties
<S²> ... 0.754
Orbital gap (spin up / spin down) ... 11.12 / 2.42 eV
Net charge ... +1
Largest force on an atom ... 3.53 eV/Å
E_HOMO (spin up / spin down) ... -14.6 / -14.6 eV
Multiplicity ... 2

Each line ends with the Löwdin spin population.
Element x y z (Å)
C  -0.655  -0.606  -2.040  0.27
C  -0.267  -1.989  -1.795  0.26
H  -1.641  -0.591  -2.625  0.16
H  -0.833  0.198  -1.295  0.03
H  -0.011  0.066  -2.701  0.03
H  -1.090  -2.566  -1.488  0.07
H  0.108  -2.504  -2.628  0.01
H  0.482  -2.276  -0.994  0.13
C  1.194  1.088  2.169  0.01
C  -0.193  1.481  1.677  0.01
H  1.671  1.936  2.681  0.00
H  1.123  0.464  3.007  0.00
H  1.656  0.772  1.276  0.00
H  -0.183  1.341  0.675  0.01
H  -0.872  0.757  2.058  0.00
H  -0.489  2.429  2.023  0.00

Atoms 1-3, force components in eV/Å:
2.8 1.8 0.3
0.1 2.2 -1.3
-0.4 0.1 -0.3

No. 2
DFT (ωB97M-V with the def2-TZVPD basis set) results for a cluster of 2 separate species, C4H12 in total at a distorted geometry.

Properties
<S²> ... 0.752
Orbital gap (spin up / spin down) ... 10.68 / 2.67 eV
Net charge ... +1
Largest force on an atom ... 2.14 eV/Å
E_HOMO (spin up / spin down) ... -14.3 / -14.2 eV
Multiplicity ... 2

Each line ends with the Löwdin spin population.
Element x y z (Å)
C  -1.591  1.235  1.686  0.01
C  -1.941  2.152  0.495  0.01
H  -2.225  0.360  1.558  0.00
H  -0.531  0.980  1.557  0.00
H  -1.797  1.819  2.571  0.00
H  -2.890  2.643  0.748  0.00
H  -1.936  1.615  -0.461  0.00
H  -1.303  3.010  0.249  0.00
C  2.369  -1.551  -1.510  0.31
C  1.183  -1.828  -0.566  0.34
H  2.691  -0.527  -1.354  0.02
H  3.234  -2.211  -1.440  0.04
H  1.968  -1.817  -2.519  0.10
H  1.472  -2.836  -0.166  0.11
H  0.190  -2.052  -0.970  0.05
H  1.107  -0.992  0.121  0.02

Atoms 1-3, force components in eV/Å:
0.4 1.0 -1.9
-0.2 0.6 -0.2
0.1 -0.1 0.6

No. 3
DFT (ωB97M-V with the def2-TZVPD basis set) results for a structure of composition C4H12BClNO4PS at a distorted geometry.

Properties
Orbital gap ... 5.93 eV
Largest force on an atom ... 5.55 eV/Å
E_HOMO ... -7.0 eV

Each line ends with the natural charge from an NBO analysis.
Element x y z (Å)
C  -2.713  1.016  1.453  -0.75
C  -2.358  -0.149  0.547  -0.14
C  -0.923  -0.966  0.636  -0.40
N  0.300  -0.037  0.498  -1.04
B  0.513  0.437  -0.936  1.32
O  0.322  1.901  -1.231  -0.88
O  0.918  -0.402  -2.080  -0.71
C  0.677  0.259  -3.372  -0.29
P  1.770  -0.691  1.285  1.79
O  1.849  0.055  2.895  -0.92
O  3.267  -0.241  0.492  -0.95
S  1.740  -2.614  1.593  -0.44
H  -3.041  0.891  2.578  0.22
H  -2.579  2.100  0.986  0.23
H  -3.157  -0.485  -0.245  0.29
H  -0.872  -1.388  1.751  0.27
H  -0.857  -1.896  -0.078  0.33
H  0.042  0.836  1.051  0.46
H  0.763  2.338  -0.419  0.48
H  1.346  1.232  -3.540  0.21
H  -0.462  0.487  -3.598  0.21
H  1.019  -0.487  -4.239  0.21
H  1.295  0.911  2.893  0.49
H  3.995  -0.719  1.014  0.53
Cl  -2.851  -2.388  0.065  -0.52

Atoms 1-3, force components in eV/Å:
1.5 -1.3 -0.2
0.8 1.9 0.5
-2.6 -2.3 2.0

No. 4
DFT (ωB97M-V with the def2-TZVPD basis set) results for the ion C4H12ClN2Si with charge +1 at a distorted geometry.

Properties
Orbital gap ... 11.43 eV
Net charge ... +1
Largest force on an atom ... 4.34 eV/Å
Structure (SMILES) ... C/N=C(\Cl)[C@@H]([SiH3])[NH2+]C
E_HOMO ... -14.7 eV

Each line ends with the natural charge from an NBO analysis.
Element x y z (Å)
C  -0.437  -1.815  -2.389  -0.42
N  -0.331  -0.954  -1.244  -0.47
C  0.686  -0.304  -0.835  0.29
Cl  2.290  -0.026  -1.597  0.03
C  0.516  0.516  0.368  -0.51
Si  1.144  2.333  0.446  0.84
N  -0.863  0.314  0.752  -0.57
C  -1.067  -0.595  1.900  -0.42
H  -1.341  -1.648  -2.879  0.23
H  -0.402  -2.772  -2.079  0.23
H  0.354  -1.641  -3.071  0.21
H  1.241  -0.065  1.277  0.30
H  0.725  2.480  1.929  -0.14
H  0.904  3.317  -0.521  -0.12
H  2.643  2.337  0.715  -0.10
H  -1.119  -0.214  -0.118  0.46
H  -1.509  1.156  0.909  0.45
H  -0.267  -1.351  1.977  0.24
H  -1.048  0.056  2.764  0.23
H  -2.118  -1.124  1.697  0.25

Atoms 1-3, force components in eV/Å:
1.0 2.7 -0.2
1.8 0.8 0.5
-0.1 -0.6 -2.3

No. 5
DFT (ωB97M-V with the def2-TZVPD basis set) results for a structure of composition C4H12CsO2 at a distorted geometry.

Properties
Orbital gap ... 10.26 eV
Net charge ... +1
Largest force on an atom ... 18.58 eV/Å
E_HOMO ... -13.6 eV

Each line ends with the Mulliken charge.
Element x y z (Å)
Cs  -1.731  1.087  -0.447  0.74
C  2.574  1.210  -0.413  -1.07
C  1.099  1.737  -0.395  -0.21
O  0.120  0.650  -0.445  -1.18
H  2.805  0.644  0.489  0.29
H  3.338  1.986  -0.398  0.37
H  2.688  0.609  -1.315  0.33
H  0.945  2.389  -1.255  0.35
H  0.972  2.352  0.497  0.40
H  0.228  0.227  -1.300  0.24
C  -0.606  -1.616  0.205  0.38
C  -1.764  -1.218  1.149  -0.37
O  -2.756  -0.765  0.305  -0.60
H  -0.441  -0.699  -0.361  -0.34
H  -0.931  -2.397  -0.482  0.36
H  0.234  -1.989  0.791  0.32
H  -1.471  -0.535  1.946  0.36
H  -2.207  -2.124  1.563  0.34
H  -3.097  -1.547  -0.135  0.29

Atoms 1-3, force components in eV/Å:
-15.6 10.0 -1.7
-1.0 0.0 0.2
2.5 0.4 -0.1

No. 6
DFT (ωB97M-V with the def2-TZVPD basis set) results for a structure of composition C4H12F2NaO2S2 at a distorted geometry.

Properties
Orbital gap ... 5.68 eV
Net charge ... -1
Largest force on an atom ... 3.60 eV/Å
E_HOMO ... -3.6 eV

Each line ends with the natural charge from an NBO analysis.
Element x y z (Å)
Na  2.043  -1.692  -0.437  0.96
F  2.362  -1.352  2.119  -0.98
F  2.103  -4.095  -0.100  -0.99
C  -3.018  -1.151  -0.392  -0.80
S  -1.523  -2.161  0.173  1.20
O  -0.330  -1.751  -0.717  -0.98
C  -1.270  -1.298  1.802  -0.85
H  -2.688  -0.114  -0.333  0.21
H  -3.886  -1.340  0.239  0.22
H  -3.206  -1.515  -1.402  0.23
H  -2.111  -0.732  2.202  0.21
H  -0.297  -0.812  1.741  0.30
H  -1.017  -2.054  2.546  0.26
C  2.519  2.626  -0.215  -0.78
S  1.627  1.839  -1.683  1.16
O  2.039  0.325  -1.662  -1.00
C  -0.088  1.720  -1.097  -0.81
H  3.592  2.494  -0.354  0.25
H  2.298  2.082  0.703  0.26
H  2.233  3.678  -0.201  0.21
H  -0.128  1.159  -0.164  0.26
H  -0.790  1.421  -1.876  0.25
H  -0.462  2.722  -0.891  0.21

Atoms 1-3, force components in eV/Å:
0.0 -1.2 1.2
-0.4 0.7 -0.6
0.0 0.6 -0.5

No. 7
DFT (ωB97M-V with the def2-TZVPD basis set) results for a structure of composition C4H12F2O4Pd2 at a distorted geometry.

Properties
<S²> ... 8.758
Orbital gap (spin up / spin down) ... 6.50 / 4.84 eV
Net charge ... +1
Largest force on an atom ... 3.10 eV/Å
E_HOMO (spin up / spin down) ... -11.0 / -12.6 eV
Multiplicity ... 6

Each line ends with the Löwdin spin population.
Element x y z (Å)
Pd  -0.625  -0.582  -2.469  1.66
Pd  2.406  -2.429  -3.076  2.60
F  1.178  -1.313  -1.344  0.32
F  0.534  -1.671  -4.105  0.28
C  0.852  -1.255  2.378  0.00
C  1.350  0.131  1.919  0.00
O  2.250  -0.102  0.817  0.01
O  -0.130  -1.707  1.456  0.00
H  0.416  -1.075  3.360  0.00
H  1.626  -2.023  2.402  0.00
H  2.074  0.504  2.643  0.00
H  0.567  0.868  1.744  0.00
H  1.711  -0.398  0.081  0.00
H  0.405  -1.888  0.680  0.00
C  -1.178  1.919  -1.021  0.00
C  -2.053  1.040  -0.177  0.00
O  -2.242  -0.132  -0.918  0.05
O  0.098  1.335  -1.252  0.07
H  -1.116  2.805  -0.389  0.00
H  -1.578  2.299  -1.961  0.00
H  -2.963  1.613  -0.005  0.00
H  -1.609  0.819  0.793  0.00
H  -2.768  -0.747  -0.402  0.00
H  0.794  1.990  -1.154  0.00

Atoms 1-3, force components in eV/Å:
2.3 -0.9 0.6
-1.1 0.6 0.2
-1.0 -0.2 -1.4

No. 8
DFT (ωB97M-V with the def2-TZVPD basis set) results for a cluster of 2 separate species, C4H12N2 in total at a distorted geometry.

Properties
Orbital gap ... 9.40 eV
Largest force on an atom ... 3.26 eV/Å
Structure (SMILES) ... C=CN.CCN
E_HOMO ... -8.4 eV

Each line ends with the natural charge from an NBO analysis.
Element x y z (Å)
C  -1.246  3.333  -0.411  -0.49
C  -0.965  2.144  -0.969  -0.03
N  0.331  1.602  -0.995  -0.84
H  -0.433  4.130  -0.221  0.18
H  -2.302  3.833  -0.248  0.21
H  -1.840  1.504  -1.133  0.21
H  1.067  2.085  -0.543  0.39
H  0.461  1.145  -1.853  0.38
C  1.441  -2.307  0.958  -0.62
C  -0.113  -2.183  0.978  -0.21
N  -0.497  -1.364  -0.159  -0.89
H  1.807  -3.176  0.310  0.20
H  1.987  -1.387  0.728  0.20
H  1.772  -2.541  1.927  0.19
H  -0.450  -3.203  1.099  0.20
H  -0.396  -1.558  1.840  0.19
H  -0.073  -0.443  -0.224  0.38
H  -0.550  -1.613  -1.084  0.36

Atoms 1-3, force components in eV/Å:
-0.5 2.8 -0.1
-0.7 1.3 2.1
-2.3 -0.5 0.1